# 1
The following is a DFT calculation (the ωB97M-V functional and the def2-TZVPD basis) of C35H58BaN11S4 as an isolated structure in a non-equilibrium geometry.

```
109
Properties=species:S:1:pos:R:3:mulliken_charge:R:1
Ba 0.181 -1.167 0.815 0.0899
C 0.032 -4.991 2.040 -0.5424
C 1.469 -4.650 1.656 -0.9751
N 1.848 -3.212 1.721 0.3201
C 2.391 -2.790 3.037 -1.0632
C 1.375 -2.138 3.964 -0.6134
N 0.994 -0.786 3.499 0.5676
C 0.224 -0.053 4.534 -0.5835
C -1.278 -0.311 4.543 -0.6462
C -2.055 0.340 3.398 -0.9777
N -2.108 -0.466 2.157 0.7681
C -3.041 -1.614 2.265 -1.2606
C -2.339 -2.964 2.342 -0.3934
N -1.514 -3.193 1.140 0.6896
C -1.041 -4.596 1.022 -0.7875
H -0.208 -4.594 3.029 0.2189
H -0.007 -6.077 2.140 0.4837
H 1.635 -4.988 0.630 0.3171
H 2.146 -5.231 2.289 0.4107
H 2.615 -3.108 1.062 0.0414
H 3.198 -2.072 2.862 0.5137
H 2.828 -3.643 3.563 0.3349
H 1.824 -2.086 4.961 0.5178
H 0.477 -2.755 4.047 0.3107
H 1.869 -0.272 3.392 -0.1211
H 0.388 1.014 4.375 -0.1915
H 0.628 -0.286 5.524 0.4901
H -1.660 0.098 5.480 0.5239
H -1.486 -1.384 4.580 0.1964
H -1.586 1.300 3.155 0.3476
H -3.070 0.560 3.737 0.4476
H -2.478 0.135 1.420 0.0009
H -3.697 -1.615 1.393 0.3035
H -3.682 -1.509 3.144 0.3790
H -3.104 -3.740 2.456 0.5022
H -1.699 -3.006 3.225 0.2032
H -2.132 -3.046 0.340 -0.1764
H -0.648 -4.726 0.010 0.2999
H -1.889 -5.277 1.130 0.4433
C 2.232 0.636 -2.896 -0.7532
C 2.943 -0.705 -3.015 -1.2573
S 2.777 -1.763 -1.544 0.1072
C 2.297 -3.360 -2.269 -0.5630
C 1.014 -3.387 -3.090 -1.3279
S -0.440 -2.669 -2.263 0.2989
C -1.072 -1.547 -3.535 0.0685
C -0.179 -0.378 -3.931 -1.5470
S 0.457 0.591 -2.529 0.4493
H 2.382 1.195 -3.820 0.6386
H 2.659 1.215 -2.073 0.0613
H 4.004 -0.514 -3.180 0.7124
H 2.593 -1.277 -3.871 0.5537
H 2.218 -4.027 -1.409 -0.0080
H 3.125 -3.717 -2.882 0.5216
H 0.783 -4.425 -3.326 0.6383
H 1.138 -2.863 -4.036 0.5656
H -2.016 -1.194 -3.125 -0.7255
H -1.298 -2.140 -4.421 0.7328
H -0.753 0.291 -4.573 0.7115
H 0.680 -0.713 -4.510 0.5619
N 1.752 5.379 -0.092 -0.1932
C 0.599 4.539 0.407 -0.8464
C 0.741 3.094 -0.062 0.0190
N -0.291 2.224 0.497 0.0032
H 1.695 6.339 0.256 0.3980
H 1.774 5.424 -1.113 0.3750
H 2.645 4.989 0.222 0.2818
H -0.323 4.998 0.056 0.4032
H 0.629 4.591 1.494 0.4470
H 1.718 2.714 0.250 -0.7233
H 0.693 3.032 -1.152 0.7068
H -1.185 2.332 0.033 0.0462
H -0.432 2.419 1.483 0.0959
N 5.206 0.610 -0.523 -0.2755
C 4.793 1.267 0.590 0.1655
N 3.551 1.331 0.981 0.0618
C 3.470 2.077 2.157 -0.9487
C 2.297 2.354 2.858 0.7051
C 2.353 3.137 4.005 -1.2289
C 3.569 3.644 4.464 -0.9916
C 4.745 3.378 3.780 -0.3142
C 4.679 2.605 2.629 0.7181
S 5.969 2.121 1.567 -0.2454
H 4.621 -0.149 -0.838 -0.0708
H 6.195 0.482 -0.664 0.2885
H 1.362 1.936 2.503 0.9694
H 1.449 3.352 4.562 0.4970
H 3.596 4.242 5.366 0.4544
H 5.692 3.761 4.142 0.4661
N -5.383 4.630 -8.082 -0.4096
C -5.146 3.957 -7.182 -0.0975
C -4.820 3.120 -6.055 0.4527
C -5.764 2.247 -5.523 -0.9550
C -5.444 1.462 -4.429 -0.5117
C -4.178 1.544 -3.874 0.9734
C -3.224 2.398 -4.408 0.0808
C -3.547 3.192 -5.494 -1.1389
N -3.842 0.733 -2.740 0.3351
C -4.347 -0.509 -2.436 -0.3940
C -3.709 -0.901 -1.301 -0.9771
N -2.828 0.077 -0.880 0.2178
C -2.941 1.037 -1.773 -0.9604
H -6.750 2.190 -5.962 0.4865
H -6.193 0.806 -4.005 0.4741
H -2.220 2.431 -3.999 0.3624
H -2.814 3.863 -5.921 0.4538
H -5.078 -1.007 -3.050 0.4563
H -3.849 -1.827 -0.767 0.3915
H -2.422 1.982 -1.755 0.6664
```

Results
HOMO energy: -15.117 eV
charge: +3
energy relative to the best compared isomer or geometry (same formula, charge and spin): 11.76 kcal per mole

# 2
The following is a DFT calculation (the ωB97M-V functional and the def2-TZVPD basis) of one molecule with the formula CH2FNO in a non-equilibrium geometry.

```
6
Properties=species:S:1:pos:R:3:mulliken_charge:R:1
C -0.218 -1.122 -0.681 0.1520
N 1.166 0.795 -0.812 -0.3886
O 0.682 -0.360 -1.177 -0.0452
F -0.444 -2.251 -1.347 -0.1867
H -0.808 -0.956 0.209 0.3016
H 0.723 1.135 0.052 0.1670
```

Results
HOMO energy (alpha / beta): -8.291 / -8.979 eV
energy relative to the best compared isomer or geometry (same formula, charge and spin): 123.90 kcal per mole

# 3
The following is a DFT calculation (the ωB97M-V functional and the def2-TZVPD basis) of a 5-piece molecular cluster, C24H48Br2N2O4PS overall in a non-equilibrium geometry.

```
82
Properties=species:S:1:pos:R:3:mulliken_charge:R:1
C 5.186 0.850 0.825 -1.2304
C 4.489 0.074 -0.299 -0.2305
C 3.359 0.875 -0.980 -0.7080
N 2.243 0.015 -1.405 -0.0824
C 0.972 0.248 -0.808 0.4111
Br 1.216 0.043 1.144 -0.0075
N 0.531 1.599 -1.210 0.4065
C -0.700 1.658 -1.546 -1.8433
C -1.430 0.344 -1.327 1.0503
C -2.620 0.225 -2.301 -2.5148
C -3.487 -1.002 -2.170 0.4912
C -3.207 -2.146 -2.919 -0.3700
C -4.003 -3.278 -2.815 -1.4471
C -5.114 -3.309 -1.971 -0.8797
C -5.429 -2.166 -1.237 0.5831
C -6.609 -2.116 -0.303 -1.6155
C -4.618 -1.037 -1.353 0.1395
C -2.078 0.539 0.115 -0.9987
Br -2.024 -1.105 1.161 0.0853
C -1.679 1.784 0.918 -0.0791
C -2.352 1.776 2.312 -1.5537
C -0.180 -0.588 -1.514 0.2914
S 0.129 -0.330 -3.363 -0.2292
P -0.292 -2.459 -1.320 0.8386
C 0.940 -3.063 -0.107 -1.1293
C 0.150 -3.366 -2.854 -1.5024
H 6.223 0.529 0.863 0.4593
H 5.140 1.917 0.672 0.2479
H 4.745 0.563 1.773 0.2922
H 5.183 -0.218 -1.080 0.4038
H 4.038 -0.826 0.114 0.2259
H 3.790 1.298 -1.887 0.3797
H 3.034 1.719 -0.375 0.1666
H 2.494 -0.963 -1.376 0.2547
H 1.111 2.428 -1.255 0.3339
H -1.169 2.567 -1.888 0.6376
H -3.270 1.090 -2.160 0.7407
H -2.311 0.275 -3.342 0.8272
H -2.374 -2.182 -3.605 0.8164
H -3.761 -4.154 -3.404 0.7536
H -5.735 -4.186 -1.883 0.4229
H -7.353 -1.415 -0.670 0.3475
H -6.262 -1.716 0.648 0.3446
H -7.037 -3.096 -0.132 0.3793
H -4.879 -0.148 -0.790 0.4850
H -3.133 0.666 -0.070 0.5101
H -0.615 1.845 1.105 -0.0110
H -2.073 2.678 0.435 0.4104
H -3.347 1.354 2.225 0.3653
H -1.750 1.220 3.019 0.3691
H -2.437 2.791 2.688 0.4548
H 1.183 -1.114 -3.603 0.2337
H 0.632 -2.904 0.918 0.2995
H 1.937 -2.640 -0.242 0.2496
H 1.052 -4.126 -0.303 0.4851
H 1.225 -3.429 -3.023 0.4162
H -0.367 -3.019 -3.737 0.4346
H -0.181 -4.385 -2.664 0.4255
C -5.213 -2.713 -6.681 -0.6226
O -3.982 -2.674 -5.965 -0.4567
H -5.005 -2.440 -7.712 0.2277
H -5.645 -3.717 -6.663 0.2681
H -5.931 -2.002 -6.264 0.2529
H -4.163 -2.915 -5.050 0.3196
C 3.415 4.595 1.780 -0.6985
O 3.725 3.221 2.038 -0.4349
H 4.332 5.167 1.888 0.2622
H 3.035 4.722 0.763 0.2408
H 2.676 4.968 2.492 0.3302
H 2.911 2.716 1.945 0.1848
C 5.894 2.176 4.899 -0.5854
O 4.503 2.174 4.595 -0.3891
H 6.039 1.628 5.828 0.2299
H 6.468 1.684 4.108 0.2434
H 6.265 3.195 5.031 0.2847
H 4.383 2.663 3.771 0.3198
C 3.019 2.127 8.084 -0.4670
O 3.398 0.769 7.893 -0.5175
H 2.324 2.170 8.920 0.2604
H 3.890 2.745 8.316 0.2313
H 2.525 2.513 7.189 0.1851
H 4.008 0.744 7.150 0.2939
```

Results
HOMO energy: -10.570 eV
charge: +1

# 4
The following is a DFT calculation (the ωB97M-V functional and the def2-TZVPD basis) of one molecule with the formula C6H6N2 in a non-equilibrium geometry.

```
14
Properties=species:S:1:pos:R:3:mulliken_charge:R:1
C -1.244 1.680 -0.069 -1.1043
C -0.365 0.814 0.054 0.7028
C 1.009 1.240 -0.043 -0.3390
C 1.929 0.333 0.182 -0.4196
C 1.383 -1.082 -0.054 0.0509
C -0.799 -0.552 -0.047 0.5014
H -1.099 2.656 -0.175 0.4198
H -2.228 1.214 0.175 0.3581
H 1.088 2.302 -0.399 0.2788
H 3.022 0.731 0.444 0.2667
H 2.152 -1.957 0.303 0.2455
H -2.009 -1.891 0.384 0.2949
N 0.236 -1.581 -0.277 -0.5446
N -2.008 -0.941 0.153 -0.7114
```

Results
HOMO energy: -9.018 eV
SMILES: [H]/N=C1\N=CC=CC1=C
energy relative to the best compared isomer or geometry (same formula, charge and spin): 79.15 kcal per mole

# 5
The following is a DFT calculation (the ωB97M-V functional and the def2-TZVPD basis) of one molecule with the formula C5H8N2.

```
15
Properties=species:S:1:pos:R:3:mulliken_charge:R:1
C -2.483 0.879 0.183 -1.1017
C -1.530 0.558 -0.940 0.2863
C 1.165 0.107 -0.356 -0.1146
C -0.099 0.671 -0.819 0.1378
N -0.584 1.639 -1.461 -0.6085
N 1.122 -0.856 0.467 -0.3450
C 2.370 -1.444 0.895 -0.6644
H -2.067 1.649 0.839 0.3319
H -3.441 1.238 -0.208 0.2989
H -2.675 -0.016 0.787 0.2761
H -1.923 -0.108 -1.710 0.3470
H 2.093 0.533 -0.765 0.3593
H 3.239 -1.131 0.298 0.2978
H 2.269 -2.533 0.846 0.2481
H 2.543 -1.184 1.945 0.2510
```

Results
HOMO energy: -9.751 eV
SMILES: C/N=C/C1=N[C@@H]1C
energy relative to the best compared isomer or geometry (same formula, charge and spin): 59.29 kcal per mole